Computed, not measured: a cluster of 5 separate species, C20H39BrFN4O8 in total, with ωB97M-V/def2-TZVPD.

For the gap between HOMO and LUMO, the calculation gives 0.3619 hartree. As for the total charge: +1.

The geometry in XYZ format:
```
73
Properties=species:S:1:pos:R:3:mulliken_charge:R:1
C 0.09020 -2.13796 3.47362 -1.142
C 1.22672 -1.84251 2.52789 0.238
F 2.44662 -2.16409 3.05102 -0.356
N 1.21603 -0.43513 2.15544 0.047
C 1.44714 0.56039 2.99555 0.465
N 1.82000 0.47405 4.28636 -0.499
C 1.89124 1.72996 4.69133 0.311
Br 2.34481 2.27189 6.38405 -0.039
N 1.58804 2.60349 3.73802 -0.020
N 1.30572 1.85508 2.62898 0.143
H -0.05470 -3.20382 3.63834 0.393
H -0.78103 -1.68789 2.99850 0.124
H 0.25627 -1.65781 4.43774 0.403
H 1.09938 -2.37185 1.58221 0.308
H 0.97270 -0.21585 1.19762 0.162
H 1.48510 3.61853 3.78073 0.274
H 1.01545 2.25877 1.75249 0.172
O -2.12428 0.34377 2.32184 -0.504
C -2.91510 -0.37565 1.75407 0.810
O -2.52068 -0.95870 0.61816 -0.241
C -3.30321 -1.95376 -0.07172 -0.486
C -4.33854 -1.33411 -0.98206 -1.048
C -4.31893 -0.56267 2.26991 -1.296
H -3.74227 -2.64818 0.64494 0.377
H -2.56558 -2.50725 -0.64897 0.362
H -5.07797 -0.75874 -0.42474 0.278
H -4.86074 -2.11610 -1.53298 0.393
H -3.85822 -0.66771 -1.69805 0.310
H -4.92328 0.27702 1.92617 0.322
H -4.28224 -0.54072 3.35591 0.316
H -4.79356 -1.48715 1.95486 0.430
O 1.01605 -1.57380 -1.10660 -0.598
C 2.14482 -1.18066 -1.25946 0.742
O 2.52319 -0.13332 -0.48596 -0.260
C 3.87908 0.34524 -0.40267 -0.439
C 4.21263 1.32244 -1.50744 -1.092
C 3.09996 -1.75155 -2.26455 -1.084
H 4.57234 -0.49480 -0.37327 0.419
H 3.93066 0.83199 0.57144 0.353
H 4.15523 0.85284 -2.48890 0.283
H 5.22402 1.70516 -1.37187 0.394
H 3.51891 2.16360 -1.49516 0.304
H 2.90911 -1.29050 -3.23471 0.299
H 2.90508 -2.81669 -2.35545 0.300
H 4.14772 -1.61231 -2.01816 0.389
O 0.01926 4.87019 3.70733 -0.697
C -1.09118 4.79805 3.22106 0.709
O -1.54342 5.86409 2.56607 -0.363
C -2.80091 5.88814 1.86179 -0.366
C -3.96075 6.20295 2.77853 -0.941
C -1.97536 3.59226 3.41165 -0.599
H -2.94456 4.95573 1.31525 0.348
H -2.66917 6.67654 1.12420 0.313
H -4.09956 5.43322 3.53787 0.269
H -4.87966 6.27978 2.19768 0.359
H -3.79151 7.15191 3.28599 0.306
H -2.47306 3.69728 4.37669 0.305
H -1.36748 2.69132 3.44874 0.033
H -2.73105 3.45905 2.64457 0.289
O 4.16861 -3.54860 -5.02423 -0.559
C 3.11207 -3.77788 -5.54885 0.832
O 2.49112 -2.76781 -6.19530 -0.361
C 1.30267 -2.96106 -6.97582 -0.438
C 0.04835 -2.93324 -6.12919 -0.929
C 2.44528 -5.12908 -5.44688 -1.037
H 1.37900 -3.87431 -7.56615 0.376
H 1.30756 -2.12804 -7.67632 0.323
H 0.02839 -3.75185 -5.40956 0.267
H -0.83296 -3.01611 -6.76561 0.367
H -0.01022 -1.99558 -5.57602 0.271
H 1.90498 -5.16997 -4.50037 0.236
H 3.22715 -5.88327 -5.42652 0.344
H 1.75251 -5.35667 -6.25109 0.329
```

Computed, not measured: a structure of composition C20H39Cr2I2O3PS2, with ωB97M-V/def2-TZVPD.

The spin multiplicity is 7. For the gap between HOMO and LUMO (spin up / spin down), the calculation gives 0.2218 / 0.1596 hartree. As for the total charge: +4. As for the energy above the lowest of the compared OMol25 structures with the same formula, charge and spin: 2.9 kcal/mol.

The geometry in XYZ format:
```
69
Properties=species:S:1:pos:R:3:mulliken_charge:R:1
I -1.09802 -3.64213 -2.98106 0.538
I 0.45328 -2.78148 -5.01297 0.430
Cr 0.50836 0.18323 -2.55456 -0.067
Cr 0.52955 0.19348 -0.24776 0.459
S 1.75967 -1.27687 -1.39949 -0.226
S -1.29510 0.59322 -1.41183 0.822
C 1.60384 1.67157 -0.18393 0.065
C 3.69166 -1.27885 -1.86912 1.301
C -3.18958 -0.00355 -2.22266 1.058
C 3.84796 -1.11145 -3.36184 -1.178
C 4.32744 -0.16984 -1.07159 -1.527
C 4.19538 -2.64389 -1.44816 -1.458
C -3.15625 -0.38089 -3.68878 -1.197
C -4.00408 1.25645 -1.99090 -1.292
C -3.56685 -1.15896 -1.33362 -0.776
C 1.69304 1.46389 -3.08790 -0.017
C -0.04268 0.61252 -4.36486 0.060
O 2.43828 2.38699 0.25287 -0.182
O 2.32984 2.43947 -3.26265 -0.161
O -0.41668 1.21352 -5.29799 -0.157
H 3.42541 -0.16981 -3.71828 0.181
H 3.33293 -1.92508 -3.88521 0.177
H 4.92150 -1.13011 -3.59993 0.494
H 3.90397 0.78633 -1.38501 0.239
H 5.41657 -0.15386 -1.20943 0.548
H 4.11048 -0.31051 -0.01030 0.301
H 4.04554 -2.81075 -0.37622 0.366
H 5.26923 -2.71586 -1.67262 0.481
H 3.66740 -3.43110 -1.99973 0.434
H -4.19870 -0.57721 -4.01321 0.472
H -2.59105 -1.31049 -3.87120 0.008
H -2.71481 0.40377 -4.32343 0.331
H -5.02847 1.07283 -2.33707 0.501
H -3.59432 2.09465 -2.56780 0.433
H -4.04318 1.53185 -0.93004 0.281
H -4.60864 -1.45919 -1.52482 0.527
H -3.48420 -0.89005 -0.27469 0.042
H -2.90332 -2.01417 -1.54238 -0.178
C -1.00852 2.98988 1.15754 -1.494
C -0.36915 2.19474 2.30300 0.619
C -1.11341 2.36856 3.63646 -1.739
P -0.12677 0.41333 1.86255 0.199
C 1.37884 -0.04756 2.80513 0.427
C 1.23648 0.20298 4.30862 -1.352
C 1.83219 -1.48396 2.49498 -1.159
C -1.60183 -0.61052 2.18596 1.429
C -1.60788 -1.29892 3.54143 -1.581
C -2.89662 0.15854 1.95586 -1.590
H -1.95825 2.55123 0.79099 0.280
H -0.33422 3.09657 0.29265 0.210
H -1.23510 4.00752 1.51518 0.569
H 0.65906 2.56387 2.42936 0.911
H -1.43612 1.42301 4.10791 0.405
H -0.47105 2.88579 4.37039 0.341
H -2.00257 3.00625 3.50346 0.491
H 2.13592 0.65620 2.39591 0.439
H 0.44581 -0.41165 4.74970 0.267
H 2.18542 -0.08010 4.77636 0.488
H 1.03569 1.24910 4.56210 0.333
H 2.02551 -1.63220 1.41937 0.122
H 2.76654 -1.68937 3.03480 0.527
H 1.09192 -2.23045 2.80880 0.153
H -1.53438 -1.40146 1.41959 0.345
H -1.66284 -0.58647 4.36909 0.283
H -2.50169 -1.93068 3.59606 0.503
H -0.74943 -1.95619 3.68538 0.377
H -2.94228 0.61652 0.96545 0.068
H -3.74036 -0.53488 2.04276 0.607
H -3.03632 0.95265 2.69333 0.387
```